Entry from the Open Molecules 2025 dataset: a molecular structure, C6H24FN12NiO6 in a non-equilibrium geometry (the ωB97M-V functional and the def2-TZVPD basis).

```
50
Properties=species:S:1:pos:R:3:forces:R:3:mulliken_charge:R:1
H 3.810604 19.312073 -4.138146 -0.2 0.7 -0.1 0.147
H 2.229304 16.438052 -4.236430 -0.1 0.4 -0.4 0.203
H 0.059019 13.782585 -6.305120 0.1 0.3 0.2 0.186
H -2.227168 15.212473 -8.460559 -0.1 -1.0 -0.3 0.279
Ni 0.381283 18.212553 -7.473136 1.6 -0.9 0.4 1.549
N -0.723588 17.295412 -11.463852 1.5 -0.3 -2.0 -0.481
N 2.029844 21.832550 -8.694291 -1.6 3.3 -2.6 -0.405
H 2.870681 19.255743 -12.690555 0.4 0.1 -0.3 0.139
F 1.965012 16.930853 -7.879799 -1.2 0.9 0.0 -0.841
H 2.578981 18.751317 -9.440923 -0.5 -0.5 -0.1 -0.010
N 3.045552 19.415731 -4.786404 0.5 1.4 -0.3 -0.386
O 1.533284 19.796704 -7.964387 0.3 0.1 -0.2 -0.414
O -0.977774 19.609983 -6.643460 0.8 0.3 -0.4 -0.440
N 3.332624 20.939278 -7.258411 3.5 -1.1 3.2 -0.411
C -1.977426 19.556430 -5.937202 0.6 -0.8 -2.5 0.716
O -0.839957 16.679367 -7.018402 -1.7 -0.1 -0.3 -0.510
N -2.343488 17.088152 -10.080696 -2.5 -1.3 0.5 -0.410
H -2.918469 17.237941 -9.266570 0.2 0.2 -0.3 0.198
H -1.562678 13.761555 -7.474368 -1.4 -0.4 -1.4 0.153
C 3.694729 19.488575 -10.900713 4.6 -0.8 2.2 0.624
H 4.459371 19.919076 -12.687919 -0.1 0.0 0.1 0.250
O -0.524210 18.160407 -9.349951 1.0 -0.5 0.1 -0.626
N 3.730176 19.428857 -12.192346 0.1 1.2 -5.3 -0.384
N 2.718469 17.318582 -4.266508 2.2 -3.8 2.4 -0.402
N -0.136131 14.769044 -6.233581 1.8 -1.1 2.3 -0.380
N -1.761484 14.720869 -7.713504 -1.1 -0.6 -0.6 -0.386
O 4.711306 19.802955 -10.258661 -1.0 1.0 0.4 -0.694
H -1.449999 17.554648 -12.113568 0.6 -0.2 -0.5 0.201
C 2.289681 18.337370 -4.930516 -2.7 -0.1 -1.1 0.544
H -3.803419 19.100603 -5.611327 -0.8 -0.6 -1.0 0.124
C -1.098001 17.491600 -10.201576 0.3 2.4 1.4 0.640
C 2.259282 20.798587 -7.952247 -2.2 -1.3 -1.0 0.497
H 0.245028 17.357304 -11.736843 -0.3 0.2 0.0 0.219
O 1.200000 18.210929 -5.507218 -0.2 1.1 -0.2 -0.497
H 3.803049 21.807394 -7.057000 0.0 -0.2 -0.5 0.153
H 1.299528 21.848074 -9.389677 -0.1 -0.1 0.4 0.241
H 0.385877 15.376366 -5.619929 0.4 -0.4 -0.2 0.158
H 1.952110 18.620717 -11.080891 -0.2 -0.1 0.8 0.032
H 2.647188 20.306753 -5.038651 0.4 -0.1 0.1 0.318
H -1.365615 20.798363 -4.569628 0.0 -0.3 0.4 0.276
N -2.021524 20.045923 -4.718258 0.4 1.4 2.3 -0.452
H 3.663064 17.268020 -3.915316 -0.2 0.0 0.0 0.162
H -2.890123 20.079195 -4.206948 0.2 0.2 0.0 0.162
H 2.668928 22.612195 -8.691477 -0.1 -0.3 -0.3 0.141
N -3.121998 19.020972 -6.350488 -1.6 -0.4 0.8 -0.327
C -0.940293 15.433569 -7.009739 1.7 3.4 0.3 0.553
H 3.801216 20.067744 -7.058191 0.2 0.3 0.4 0.322
H -3.335971 18.665176 -7.267516 0.4 0.1 0.4 0.173
H -2.704463 16.736577 -10.954116 -0.8 -0.4 0.7 0.139
N 2.713960 18.781224 -10.441671 -3.2 -0.9 2.2 -0.046
```
Forces are in eV/Å.

Calculated values
- Orbital gap (spin up / spin down): 9.1 / 9.1 eV
- <S²>: 2.0031
- Multiplicity: 3
- Max |F|: 5.472 eV Å⁻¹
- ΔE to the lowest compared entry with this formula, charge and spin: 64.0 kcal/mol
- Net charge: +1
- Highest occupied orbital energy (spin up / spin down): -11.17 / -11.16 eV